A 2-piece molecular cluster, C3H3F2I overall in a non-equilibrium geometry, computed with ωB97M-V/def2-TZVPD.

XYZ file:
```
9
Properties=species:S:1:pos:R:3:forces:R:3
C -0.4980 -0.6573 0.3632 -1.803 -2.465 2.482
C 0.6298 -0.0992 -0.5482 0.740 -0.427 4.030
C -0.1359 0.7132 0.3976 0.672 1.384 -1.821
F -1.6607 1.8033 -1.2382 1.658 -1.252 1.832
F 0.3083 1.5586 1.2781 -1.066 -0.711 -0.719
I 2.6589 -0.7240 -0.0776 -0.791 0.473 0.004
H -1.4617 -1.1102 0.0604 0.495 1.086 -1.072
H -0.4081 -1.3433 1.3129 0.983 1.679 -1.407
H 0.5675 -0.1411 -1.5481 -0.888 0.234 -3.329
```
Forces are in eV/Å.

- 2S+1: 1
- F_max: 4.12 eV/A
- HOMO-LUMO gap (spin up / spin down): 7.65 / 7.65 eV
- E_LUMO (spin up / spin down): -2.5 / -2.5 eV



C28H29FNOPd as an isolated structure in a non-equilibrium geometry, computed with ωB97M-V/def2-TZVPD.

XYZ file:
```
61
Properties=species:S:1:pos:R:3:forces:R:3
C -1.6084 0.4256 -2.0559 -0.032 -1.031 0.122
C -0.1796 0.3649 -2.2734 -0.015 -1.330 -1.095
C 0.2769 -0.9351 -1.9127 0.048 0.710 -0.784
H 0.4155 1.1538 -2.7254 -0.104 -0.236 0.170
C -0.8153 -1.6627 -1.3793 -0.677 0.135 -0.478
C -1.9913 -0.8305 -1.4538 0.331 -0.084 -1.526
H -0.7886 -2.7005 -1.0409 -0.015 0.442 0.032
C -0.5785 2.3500 0.9986 0.897 0.071 0.486
C 0.1699 2.4588 -0.2265 0.729 0.351 0.868
C 1.4208 1.7755 -0.0333 0.659 0.574 0.576
H -0.1111 3.0815 -1.0810 0.126 -0.400 0.337
C 1.4605 1.2143 1.2701 -0.273 0.430 -0.775
C 0.1917 1.5033 1.8801 0.252 1.143 -0.002
H 1.2856 -1.3256 -2.0634 -0.343 0.281 0.326
H -3.0135 -1.1111 -1.2220 0.276 0.009 0.133
H -2.2910 1.2202 -2.3487 0.254 -0.146 0.150
H -0.0674 1.2713 2.9148 -0.090 -0.008 -0.430
H 2.2493 1.7373 -0.7491 -0.551 -0.086 0.212
H -1.4695 2.9293 1.2545 0.249 -0.478 -0.112
Pd -0.8683 0.3904 0.0227 0.025 -0.049 0.602
C 2.6808 0.6119 1.9845 -0.143 0.413 -0.656
C 2.9031 1.4875 3.2462 -0.047 -0.314 0.164
C 3.9314 0.7521 1.0956 0.052 -0.199 -0.145
H 3.1467 2.5328 2.9640 -0.230 -0.635 0.070
H 3.7344 1.0774 3.8434 -0.117 0.179 -0.085
H 1.9962 1.4909 3.8726 0.361 0.075 -0.157
H 4.1097 1.7878 0.7623 -0.168 -0.320 0.326
H 3.8129 0.1162 0.2113 0.163 0.372 0.180
H 4.8104 0.3994 1.6550 -0.035 0.102 -0.084
C 2.5225 -0.8969 2.4162 0.246 0.290 0.330
C 2.8011 -1.9530 1.3424 -0.340 1.498 -1.885
H 1.4884 -1.0429 2.7803 0.388 -0.066 -0.045
H 3.2256 -1.0533 3.2542 -0.323 -0.160 -0.090
O 2.6963 -1.6517 0.1427 -0.364 -0.600 2.365
N 3.2157 -3.2254 1.7159 -0.386 -0.049 0.408
C 2.8865 -4.3099 0.7853 -0.185 -0.080 -0.288
H 3.0481 -3.5058 2.6887 0.172 0.545 -0.594
C 3.1607 -3.9903 -0.6804 0.060 -0.183 -0.400
C 2.2433 -4.4158 -1.6492 0.348 0.280 0.335
H 1.3114 -4.8746 -1.2978 0.336 0.100 -0.346
C 2.4892 -4.1853 -3.0097 0.260 -0.114 0.148
H 1.7634 -4.5379 -3.7480 0.286 0.218 0.206
C 3.6641 -3.5382 -3.4056 -0.136 -0.058 0.167
H 3.8835 -3.4011 -4.4656 -0.140 0.055 0.277
C 4.5651 -3.0636 -2.4391 -0.277 -0.435 0.457
H 5.4701 -2.5240 -2.7248 -0.312 -0.137 -0.013
C 4.3164 -3.2970 -1.0834 0.010 -0.277 -0.393
H 4.9909 -2.8777 -0.3295 -0.239 -0.269 -0.262
H 1.8235 -4.5647 0.9363 0.214 -0.006 -0.386
H 3.4572 -5.2110 1.0482 0.033 0.282 0.133
F -4.0098 -2.1570 4.5818 0.089 -0.016 -0.071
C -3.2790 -1.6331 3.5391 -0.037 -0.115 0.163
C -3.8238 -0.5482 2.8605 0.301 0.225 -0.396
C -3.0594 -0.0008 1.8183 -0.597 -0.897 1.287
C -1.8511 -0.5828 1.5191 0.666 0.269 -0.902
C -1.3205 -1.6806 2.1592 -1.263 -0.309 1.273
C -2.0523 -2.2244 3.2411 0.111 0.322 -0.502
H -4.7948 -0.1246 3.1110 0.123 -0.282 0.229
H -3.3691 0.8636 1.2389 -0.292 -0.052 0.226
H -0.3699 -2.0973 1.8312 -0.110 -0.092 0.148
H -1.6851 -3.0743 3.8160 -0.227 0.143 -0.004
```
Forces are in eV/Å.

- 2S+1: 3
- F_max: 2.47 eV/A
- Total charge: -1
- HOMO-LUMO gap (spin up / spin down): 4.35 / 5.53 eV
- E_LUMO (spin up / spin down): 2.6 / 2.6 eV



C18H21BBrCuIN2O6Te4 as an isolated structure in a non-equilibrium geometry, computed with ωB97M-V/def2-TZVPD.

XYZ file:
```
55
Properties=species:S:1:pos:R:3:forces:R:3
Cu 1.6481 -1.3202 -0.6775 -0.119 0.018 0.479
C 3.7708 -4.3912 -1.5348 0.083 0.061 0.127
C 3.5423 -3.8619 -0.1703 0.053 -0.073 -0.179
N 2.8343 -2.7965 0.1434 -0.097 0.199 0.222
C 2.8620 -2.6753 1.5106 0.046 -0.027 0.050
C 3.6119 -3.6912 2.0409 -0.067 0.068 0.107
N 4.0278 -4.4247 0.9557 0.049 -0.033 -0.014
C 4.0307 -4.1140 3.3988 0.042 -0.092 -0.305
O 3.6047 -3.4014 4.4145 -0.441 0.675 -0.052
O 4.7457 -5.0903 3.5270 -0.059 0.077 0.040
C 2.1249 -1.5396 2.1528 0.081 -0.087 0.107
O 2.1290 -1.4486 3.4008 0.244 -0.287 0.120
O 1.5473 -0.7588 1.3555 -0.011 0.012 0.214
H 3.4318 -3.6655 -2.2708 0.026 -0.009 0.027
H 3.1969 -5.3030 -1.7159 0.007 0.029 0.016
H 4.8293 -4.6008 -1.7013 -0.003 -0.021 0.009
H 4.5962 -5.2524 1.0309 -0.008 -0.002 0.008
H 3.0202 -2.6073 4.1025 0.203 -0.378 -0.048
Te 0.0273 -3.7967 -3.0266 0.059 0.003 0.110
Te 1.5350 -5.8107 -4.0124 -0.147 -0.061 -0.114
Te 1.1104 -0.4485 -5.8206 0.064 -0.031 0.144
Te 1.5429 -1.5017 -3.2249 -0.060 0.033 -1.150
C -2.2755 0.5886 -3.3033 0.028 -0.014 0.001
C -1.7031 0.9563 -1.9401 -0.002 0.010 -0.012
C -2.8305 1.2713 -0.9678 -0.013 0.003 -0.008
O -1.0271 -0.2156 -1.4438 0.001 0.032 0.025
B 0.3373 -0.0144 -1.5426 0.057 -0.104 0.245
O 0.6487 1.3032 -1.8231 -0.018 -0.024 -0.076
C -0.5699 2.0527 -1.9998 -0.005 -0.011 0.003
C -0.4694 2.7765 -3.3341 0.009 0.018 0.012
C -0.6296 3.0690 -0.8649 0.017 -0.005 0.035
H -2.9730 -0.2403 -3.1718 0.004 -0.004 -0.003
H -1.4902 0.2607 -3.9873 -0.004 0.011 -0.014
H -2.8098 1.4279 -3.7550 0.003 -0.008 0.002
H -3.5264 0.4306 -0.9584 -0.002 0.001 0.000
H -3.3762 2.1684 -1.2714 0.003 -0.002 -0.001
H -2.4529 1.4122 0.0445 -0.004 0.003 -0.018
H -0.2752 2.0803 -4.1499 -0.006 0.001 -0.002
H 0.3680 3.4753 -3.2874 -0.011 0.006 -0.002
H -1.3812 3.3432 -3.5430 0.004 -0.011 -0.003
H -0.6152 2.5795 0.1092 0.001 0.005 -0.029
H -1.5202 3.6978 -0.9360 0.000 -0.001 0.004
H 0.2522 3.7081 -0.9298 -0.001 0.001 0.002
Br -0.0930 4.2527 3.8839 0.004 0.001 0.000
C -1.8059 3.5238 3.5236 -0.007 -0.023 -0.009
C -2.9002 4.3571 3.7161 -0.012 0.013 0.004
C -4.1783 3.8891 3.4658 -0.004 0.011 0.003
C -4.3565 2.5861 3.0222 -0.019 0.008 -0.001
C -3.2599 1.7641 2.8331 0.030 -0.001 0.007
C -1.9612 2.2143 3.0806 -0.029 -0.015 0.025
I -0.3807 0.9070 2.6926 0.029 0.024 -0.111
H -2.7393 5.3706 4.0576 -0.003 -0.001 -0.001
H -5.0284 4.5434 3.6118 0.001 -0.002 0.001
H -5.3497 2.2086 2.8148 0.001 0.003 0.000
H -3.3975 0.7520 2.4755 0.003 0.000 0.000
```
Forces are in eV/Å.

- 2S+1: 2
- F_max: 1.15 eV/A
- Total charge: -2
- HOMO-LUMO gap (spin up / spin down): 4.23 / 4.66 eV
- E_LUMO (spin up / spin down): 3.5 / 3.5 eV



C5H6O2Rh as an isolated structure in a non-equilibrium geometry, computed with ωB97M-V/def2-TZVPD.

XYZ file:
```
14
Properties=species:S:1:pos:R:3:forces:R:3
C 0.1025 0.8367 -1.6340 0.102 -1.885 1.385
C 0.1216 0.1231 -0.6345 -0.047 0.749 -2.719
C 0.1694 -1.0692 0.2206 -0.040 0.400 0.448
C -1.1998 -1.6463 0.4703 0.436 0.951 0.160
O -1.4350 -2.8351 0.5086 -0.058 -0.968 -0.421
Rh -0.4306 -4.6620 -0.3006 -0.256 0.528 0.307
H 0.1317 1.2535 -2.6269 -0.092 0.291 0.559
H 0.5688 -0.7857 1.2112 -0.140 -0.178 -0.070
H 0.8366 -1.8390 -0.1900 -0.094 0.167 0.005
H -2.0092 -0.9165 0.6697 0.158 -0.323 -0.011
C 0.2662 2.6211 0.2418 -1.641 0.817 1.621
O 1.3373 3.1785 0.7684 1.820 -0.041 -0.305
H -0.5960 3.0236 0.8185 -0.298 -0.724 -1.075
H 2.1364 2.7175 0.4769 0.149 0.216 0.115
```
Forces are in eV/Å.

- 2S+1: 5
- F_max: 2.82 eV/A
- Total charge: +1
- HOMO-LUMO gap (spin up / spin down): 3.69 / 7.50 eV
- E_LUMO (spin up / spin down): -5.8 / -6.1 eV



C14H9DyF5I2O4S2Y as an isolated structure in a non-equilibrium geometry, computed with ωB97M-V/def2-TZVPD.

XYZ file:
```
38
Properties=species:S:1:pos:R:3:forces:R:3
I -2.4512 3.4049 0.9434 -0.437 -0.397 -0.923
I -3.7362 1.8740 -1.0395 0.508 0.793 0.542
Y -0.8250 -0.8366 -0.9443 -3.661 1.977 -1.407
Dy 0.4275 0.7991 1.1367 -1.147 3.880 1.909
S -0.0044 1.6445 -1.2422 0.240 -2.391 1.377
C 2.8405 1.6422 0.9057 6.907 3.520 -0.311
C 1.5990 0.0047 3.0191 3.684 -3.149 9.613
C 1.3344 2.0547 -2.4351 -0.408 0.510 -0.193
C 0.4903 2.0658 -3.7153 0.245 0.295 0.200
C 2.5294 1.1274 -2.4945 -0.142 0.121 0.106
C 1.6543 3.4555 -1.9044 -0.030 -0.078 -0.372
C -1.0141 -3.0962 -1.0460 -2.343 -10.768 0.020
C 0.2635 -1.4145 -3.0920 2.846 -1.820 -7.783
O 1.9577 -0.3162 4.1049 -2.338 2.231 -7.599
O 3.8847 2.1753 0.8636 -6.095 -3.196 0.306
O -1.3351 -4.2298 -1.0325 2.157 7.218 -0.185
O 0.6519 -1.6744 -4.1708 -2.366 1.498 6.637
H 1.1173 2.5215 -4.4730 -0.167 0.038 -0.507
H -0.4239 2.6596 -3.5566 0.363 -0.052 -0.354
H 0.1967 1.0500 -4.0116 0.176 0.307 -0.107
H 3.1809 1.5806 -3.2593 0.062 -0.387 0.242
H 2.2629 0.1093 -2.8108 0.203 0.303 -0.025
H 3.0777 1.0826 -1.5423 -0.035 0.034 -0.408
H 2.2870 3.9160 -2.6556 0.186 0.477 0.095
H 2.1708 3.4071 -0.9359 0.012 0.131 -0.379
H 0.7229 4.0290 -1.7723 0.470 0.070 -0.206
F -1.6562 -4.6716 4.6850 -0.158 1.719 -1.242
C -1.7673 -3.5886 3.9149 0.032 -0.869 0.668
C -2.3900 -3.6784 2.6473 -0.306 -2.134 0.884
F -2.8660 -4.8539 2.2358 0.399 1.083 0.319
C -2.5098 -2.5659 1.8795 -0.298 1.015 -1.392
F -3.1698 -2.6245 0.6678 0.968 0.127 1.076
C -1.9678 -1.3327 2.2933 0.362 0.177 -0.354
S -2.0873 0.1184 1.2456 0.287 -1.259 0.315
C -1.4184 -1.2417 3.5866 0.249 1.765 -0.517
F -1.0113 -0.0021 4.0489 -0.225 -1.385 -0.787
C -1.2866 -2.3388 4.3741 0.315 -1.382 1.853
F -0.7286 -2.2568 5.5817 -0.513 -0.020 -1.111
```
Forces are in eV/Å.

- 2S+1: 6
- F_max: 11.02 eV/A
- Total charge: +4
- HOMO-LUMO gap (spin up / spin down): 4.40 / 4.62 eV
- E_LUMO (spin up / spin down): -16.6 / -16.4 eV



C2H20F6O16S2Zn2 as an isolated structure in a non-equilibrium geometry, computed with ωB97M-V/def2-TZVPD.

XYZ file:
```
48
Properties=species:S:1:pos:R:3:forces:R:3
Zn -2.2120 2.4964 2.8059 0.526 0.220 -0.184
Zn -2.0549 -4.1169 -1.1938 0.309 0.289 0.001
C -7.3770 -0.7464 0.7493 -0.224 -1.487 0.077
F -8.3061 -1.7294 0.7937 1.250 0.462 -0.699
F -7.2289 -0.2907 -0.5319 0.010 -0.606 2.121
F -7.8137 0.1644 1.5818 0.224 1.064 -0.308
S -5.7102 -1.3845 1.6026 -0.245 0.083 -1.066
O -5.0220 -2.2333 0.5617 -0.610 0.342 1.065
O -4.9442 -0.1671 1.8444 -0.144 -0.443 -0.136
O -6.1208 -2.1094 2.7925 0.339 0.399 -1.274
C 3.3176 -0.5232 1.1429 -1.102 0.393 -2.483
F 4.1047 -1.2327 0.2843 -0.778 1.387 1.165
F 2.9495 -1.2966 2.1146 0.330 -0.218 1.081
F 3.8595 0.6318 1.5357 -0.113 -1.369 -0.257
S 1.6028 -0.0897 0.2373 -0.588 1.347 -1.902
O 0.8754 -1.2998 -0.0920 1.053 -0.510 -0.245
O 0.7340 0.6261 1.1844 0.341 0.899 1.210
O 1.8526 0.8656 -0.8757 0.334 -1.735 1.604
O -0.4121 5.0776 3.2312 -0.701 -0.679 -0.083
H 0.1195 5.3142 3.9912 0.124 0.012 0.390
H 0.0867 5.3988 2.4801 0.216 0.093 -0.495
O 1.8463 5.8490 -0.1939 -0.280 -0.175 0.283
H 2.6779 5.6214 -0.6097 0.232 -0.106 -0.103
H 1.6976 6.7623 -0.4387 -0.038 0.275 -0.092
O -3.4429 3.5971 0.0357 0.388 -0.350 0.650
H -4.1825 4.1098 -0.2904 -0.353 0.230 0.083
H -2.9540 3.3542 -0.7505 0.233 -0.079 -0.242
O -0.8856 -5.1416 1.6257 -0.397 0.268 -0.714
H -1.3983 -4.9375 2.4078 -0.269 0.071 0.246
H -0.0639 -5.4978 1.9636 0.386 -0.153 -0.067
O 8.8356 2.4582 -0.4398 0.010 -0.244 -0.018
H 9.2113 3.3267 -0.5835 0.185 0.211 -0.061
H 7.9450 2.6296 -0.1336 -0.195 0.029 0.077
O -1.1753 1.1685 5.6796 -0.161 0.267 -0.711
H -0.2817 1.3921 5.9398 0.323 0.093 0.057
H -1.5454 0.7290 6.4451 -0.299 -0.145 0.221
O 0.4145 -5.1322 -3.1176 -0.633 0.211 0.509
H 1.0547 -5.7974 -2.8649 0.189 -0.271 0.168
H 0.7163 -4.8205 -3.9708 -0.006 0.211 -0.314
O -2.8539 -2.3267 -3.9246 0.179 -0.415 0.625
H -3.0378 -1.3908 -4.0052 -0.055 0.325 0.078
H -2.8720 -2.6532 -4.8242 0.002 -0.211 -0.302
O 7.2412 -2.5307 -3.3144 -0.219 -0.101 -0.164
H 6.8185 -2.4654 -2.4581 -0.063 0.009 0.203
H 8.1137 -2.1606 -3.1801 0.277 0.098 -0.029
O 1.8711 0.4227 -5.3663 -0.208 0.080 -0.115
H 1.7910 0.5649 -4.4231 0.047 0.124 0.265
H 2.1588 -0.4866 -5.4483 0.172 -0.196 -0.115
```
Forces are in eV/Å.

- 2S+1: 1
- F_max: 2.75 eV/A
- Total charge: +2
- HOMO-LUMO gap: 2.41 eV
- E_LUMO: -11.8 eV